The following is a quantum chemistry calculation of C8H10Ir as an isolated structure, from the Open Molecules 2025 dataset.

HOMO level in eV: -13.957
Relative energy (zero: lowest compared OMol25 entry of this formula, charge and spin) in eV: 0.007
Total charge: +1
Spin multiplicity: 1
Kohn-Sham gap in Eh: 0.3566
F_max in eV/A: 0.39

Geometry (Å):
Ir 0.274 -0.436 1.093
C -1.135 2.024 -0.744
C -0.373 0.738 -0.706
C 1.044 0.706 -0.780
C 1.739 -0.509 -0.751
C 1.052 -1.735 -0.696
C -0.353 -1.745 -0.627
C -1.060 -0.516 -0.595
H -1.340 2.280 -1.786
H -0.563 2.836 -0.301
H -2.086 1.934 -0.224
H 1.591 1.639 -0.784
H 2.819 -0.503 -0.700
H 1.598 -2.665 -0.626
H -0.894 -2.676 -0.538
H -2.137 -0.522 -0.501
C -0.256 -0.243 2.750
H -0.828 -0.111 3.659
H 0.909 -0.495 2.856